This record from the Open Molecules 2025 dataset describes C36H73F2N3O16S as an isolated structure. The level of theory is the ωB97M-V functional and the def2-TZVPD basis.

Summary:
Lowest unoccupied orbital energy = -1.03 eV
Calculated total energy = -3381.20533 Eh
Frontier orbital gap = 0.297 Eh

Geometry (Å):
O 7.37 -0.30 -9.34
C 6.72 -0.67 -8.43
F 6.18 0.16 -7.54
N 6.46 -2.05 -8.16
C 5.19 -2.43 -8.66
O 4.27 -1.73 -8.90
F 5.16 -3.76 -8.83
C 6.63 -2.52 -6.78
C 7.50 -3.65 -6.63
C 7.73 -4.21 -5.42
C 7.10 -3.64 -4.29
N 7.20 -4.03 -3.02
S 6.28 -3.06 -2.16
N 5.70 -2.09 -3.29
C 6.24 -2.52 -4.45
C 5.99 -1.96 -5.72
H 7.97 -4.06 -7.50
H 8.38 -5.06 -5.31
H 5.32 -1.12 -5.84
C 6.40 3.08 1.28
O 7.31 2.77 0.24
C 7.70 1.41 0.21
C 6.86 0.58 -0.74
O 5.50 0.52 -0.37
C 4.67 1.47 -1.04
H 5.91 4.02 1.02
H 5.65 2.30 1.39
H 6.93 3.21 2.23
H 7.66 0.99 1.22
H 8.74 1.38 -0.13
H 7.23 -0.45 -0.71
H 6.96 0.94 -1.77
H 4.39 1.10 -2.03
H 5.17 2.43 -1.14
H 3.77 1.60 -0.44
C -1.39 -0.76 -0.66
O -1.00 -0.71 0.71
C 0.39 -0.84 0.91
C 1.10 0.49 1.05
O 1.02 1.29 -0.11
C -0.05 2.23 -0.08
H -2.38 -0.31 -0.74
H -0.70 -0.21 -1.30
H -1.46 -1.80 -1.00
H 0.84 -1.43 0.10
H 0.53 -1.40 1.84
H 2.17 0.29 1.22
H 0.72 1.03 1.92
H 0.25 3.12 0.49
H -0.94 1.81 0.38
H -0.26 2.52 -1.10
C -1.01 1.92 4.19
O -1.57 2.79 3.21
C -2.97 2.96 3.35
C -3.35 4.20 4.13
O -2.89 4.17 5.47
C -1.65 4.84 5.67
H 0.06 2.13 4.24
H -1.45 2.08 5.17
H -1.16 0.87 3.89
H -3.42 2.07 3.80
H -3.38 3.06 2.34
H -4.44 4.26 4.17
H -2.98 5.10 3.62
H -1.81 5.92 5.76
H -0.96 4.65 4.85
H -1.22 4.46 6.59
C -5.77 -3.91 -4.87
O -5.10 -4.91 -4.11
C -3.72 -4.65 -3.92
C -3.41 -3.97 -2.60
O -4.01 -2.69 -2.48
C -5.25 -2.70 -1.81
H -6.83 -4.00 -4.67
H -5.44 -2.91 -4.61
H -5.61 -4.07 -5.94
H -3.33 -4.05 -4.75
H -3.21 -5.62 -3.93
H -2.33 -3.83 -2.54
H -3.72 -4.61 -1.77
H -5.10 -2.70 -0.72
H -5.86 -3.56 -2.09
H -5.78 -1.78 -2.08
C 6.31 2.06 7.26
O 5.20 1.28 6.84
C 4.61 1.75 5.64
C 5.11 1.02 4.40
O 6.49 1.19 4.17
C 7.30 0.15 4.69
H 6.89 1.45 7.95
H 6.95 2.35 6.42
H 5.97 2.96 7.79
H 4.76 2.82 5.53
H 3.53 1.57 5.72
H 4.58 1.43 3.53
H 4.87 -0.05 4.47
H 7.31 -0.70 4.01
H 6.95 -0.18 5.67
H 8.31 0.54 4.79
C -7.47 -2.11 -8.67
O -7.80 -3.27 -7.94
C -9.16 -3.66 -8.08
C -9.36 -4.72 -9.14
O -9.01 -4.29 -10.44
C -7.69 -4.65 -10.83
H -6.38 -2.10 -8.79
H -7.93 -2.10 -9.65
H -7.77 -1.21 -8.12
H -9.78 -2.79 -8.29
H -9.47 -4.08 -7.12
H -10.43 -4.98 -9.17
H -8.81 -5.63 -8.88
H -7.66 -5.68 -11.19
H -6.98 -4.54 -10.00
H -7.39 -3.99 -11.64
C -5.14 3.95 8.05
O -5.34 4.88 9.10
C -6.07 4.36 10.19
C -5.19 3.85 11.32
O -4.37 2.76 10.93
C -3.07 3.15 10.52
H -4.30 4.29 7.45
H -4.93 2.95 8.43
H -6.03 3.90 7.41
H -6.75 3.57 9.86
H -6.68 5.18 10.59
H -5.84 3.48 12.12
H -4.58 4.66 11.72
H -2.42 3.30 11.40
H -3.08 4.06 9.93
H -2.66 2.34 9.92



This record from the Open Molecules 2025 dataset describes C42H42BrIrN2O7S as an isolated structure in a non-equilibrium geometry. The level of theory is the ωB97M-V functional and the def2-TZVPD basis.

Summary:
Lowest unoccupied orbital energy = 3.95 eV
Calculated total energy = -5338.37146 Eh
Frontier orbital gap = 0.185 Eh
Total charge = -2

Geometry (Å):
Ir 0.49 -0.86 1.02
O 3.18 -3.39 4.58
C 4.20 -3.24 3.68
C 5.46 -3.78 3.90
C 6.47 -3.59 2.96
C 6.21 -2.86 1.81
C 4.95 -2.32 1.61
C 3.93 -2.50 2.53
C 2.54 -1.95 2.25
O 2.43 -1.40 1.01
N 2.21 -0.90 3.26
N 1.08 -0.12 2.74
C 0.64 0.70 3.71
C -0.18 1.83 3.66
Br -0.66 2.50 1.95
C -0.57 2.45 4.84
C -1.31 3.64 5.17
C -1.78 4.63 4.29
C -2.49 5.73 4.75
C -2.76 5.91 6.10
C -2.30 4.95 7.00
C -1.60 3.85 6.54
H 3.46 -4.03 5.26
H 5.65 -4.35 4.80
H 7.45 -4.03 3.13
H 6.99 -2.71 1.08
H 4.70 -1.75 0.72
H 1.84 -2.81 2.37
H 1.87 -1.36 4.10
H 1.05 0.50 4.70
H -0.25 1.90 5.72
H -1.59 4.54 3.23
H -2.83 6.47 4.03
H -3.31 6.78 6.45
H -2.49 5.06 8.06
H -1.25 3.11 7.26
C -0.83 -5.20 0.95
C -1.86 -4.67 -0.05
C -2.83 -3.70 0.63
C -1.25 -4.08 -1.31
C -1.62 -4.59 -2.54
C -1.10 -4.09 -3.73
C -0.17 -3.05 -3.65
C 0.22 -2.50 -2.44
C 1.29 -1.43 -2.39
C 1.34 -0.55 -3.63
C 2.66 -2.06 -2.13
C -0.33 -3.00 -1.24
O 0.00 -2.55 -0.05
H -1.33 -5.80 1.71
H -0.31 -4.37 1.43
H -0.08 -5.82 0.45
H -2.44 -5.54 -0.39
H -2.29 -2.81 0.95
H -3.28 -4.17 1.51
H -3.62 -3.38 -0.05
H -2.34 -5.40 -2.57
H -1.39 -4.49 -4.69
H 0.25 -2.66 -4.57
H 1.07 -0.79 -1.53
H 1.70 -1.10 -4.50
H 2.01 0.29 -3.47
H 0.35 -0.15 -3.88
H 2.93 -2.73 -2.96
H 2.65 -2.63 -1.20
H 3.43 -1.29 -2.04
O -3.00 1.43 0.09
S -2.49 0.12 -0.23
O -1.67 -0.51 0.82
O -1.32 0.38 -1.38
O -3.44 -0.78 -0.82
C -3.80 4.75 -5.53
C -3.15 5.01 -4.33
C -2.78 3.97 -3.49
C -3.03 2.64 -3.84
C -3.70 2.39 -5.04
C -4.07 3.43 -5.88
C -2.66 1.53 -2.95
C -1.49 1.35 -2.33
C -0.21 2.09 -2.54
C 0.72 2.15 -1.50
C 1.94 2.77 -1.68
C 2.26 3.35 -2.90
C 1.35 3.27 -3.95
C 0.13 2.64 -3.78
H -4.09 5.56 -6.19
H -2.95 6.03 -4.04
H -2.29 4.18 -2.55
H -3.91 1.37 -5.31
H -4.59 3.21 -6.81
H -3.44 0.81 -2.73
H 0.49 1.66 -0.55
H 2.64 2.80 -0.86
H 3.22 3.83 -3.04
H 1.61 3.69 -4.92
H -0.55 2.55 -4.61



This record from the Open Molecules 2025 dataset describes a 3-piece molecular cluster, C23H56N2O11P3 overall in a non-equilibrium geometry. The level of theory is the ωB97M-V functional and the def2-TZVPD basis.

Summary:
Lowest unoccupied orbital energy = -4.50 eV
Calculated total energy = -2870.35647 Eh
Frontier orbital gap = 0.231 Eh
Total charge = +1
Energy relative to the best compared isomer or geometry (same formula, charge and spin) = 1985.8 kJ/mol

Geometry (Å):
C -4.20 -0.23 5.28
C -3.03 0.06 4.41
N -2.98 -0.14 2.88
C -2.01 0.91 2.39
C -1.49 0.79 0.86
C -2.57 1.09 -0.33
C -2.47 2.67 -0.85
C -3.38 3.71 0.03
C -2.31 -1.49 2.61
C -2.95 -2.75 3.43
C -2.06 -4.10 2.96
P -2.97 -5.22 1.72
O -2.92 -6.70 2.34
O -1.95 -5.30 0.28
C -2.68 -5.84 -0.87
C -2.76 -7.47 -0.95
O -4.62 -4.78 1.39
C -5.47 -5.99 1.68
C -7.04 -5.62 1.26
N -4.21 -0.18 2.27
C -4.97 1.13 2.29
C -6.53 0.89 2.83
C -7.31 2.34 2.54
H -4.20 -0.06 6.45
H -5.19 -0.71 4.84
H -2.04 0.42 4.97
H -2.36 2.03 2.56
H -1.04 0.80 3.08
H -0.64 1.62 0.73
H -0.94 -0.23 0.58
H -3.66 0.74 -0.13
H -2.20 0.46 -1.28
H -2.86 2.64 -1.97
H -1.33 2.95 -0.91
H -3.35 4.76 -0.54
H -2.91 3.81 1.10
H -4.49 3.36 0.01
H -1.15 -1.41 2.85
H -2.36 -1.79 1.46
H -2.85 -2.72 4.60
H -4.08 -2.89 3.11
H -1.06 -3.70 2.48
H -1.76 -4.70 3.94
H -2.08 -5.48 -1.84
H -3.77 -5.41 -1.00
H -1.76 -7.94 -1.40
H -3.63 -7.84 -1.69
H -2.95 -8.01 0.07
H -5.16 -6.91 0.99
H -5.44 -6.24 2.83
H -7.73 -5.91 2.17
H -7.32 -6.28 0.34
H -7.10 -4.47 1.05
H -4.86 -0.89 2.66
H -4.52 1.95 3.01
H -5.09 1.65 1.24
H -7.07 0.00 2.28
H -6.57 0.78 4.02
H -8.02 2.64 3.44
H -6.47 3.19 2.51
H -7.91 2.30 1.53
C 2.91 0.52 0.05
O 3.96 1.47 0.14
P 3.72 3.06 -0.49
O 2.21 3.00 -0.20
O 4.01 2.49 -2.01
C 5.28 1.91 -2.24
O 3.48 4.65 -1.13
C 3.57 5.66 -0.15
H 3.31 -0.47 0.28
H 2.13 0.74 0.78
H 2.49 0.50 -0.96
H 5.18 0.82 -2.26
H 6.00 2.19 -1.46
H 5.66 2.25 -3.21
H 4.57 5.65 0.30
H 2.81 5.51 0.62
H 3.40 6.63 -0.63
C 10.31 4.59 -3.81
O 10.16 4.05 -5.11
P 9.38 2.51 -5.30
O 8.51 2.75 -4.06
O 10.77 1.75 -4.86
C 11.90 1.98 -5.68
O 8.60 0.98 -5.48
C 7.42 1.04 -6.25
H 11.02 5.42 -3.87
H 9.36 4.98 -3.45
H 10.71 3.84 -3.12
H 12.57 2.69 -5.17
H 11.62 2.39 -6.66
H 12.43 1.04 -5.84
H 7.65 1.40 -7.26
H 6.69 1.71 -5.78
H 6.99 0.04 -6.32



This record from the Open Molecules 2025 dataset describes one molecule with the formula C2HNO3S in a non-equilibrium geometry. The level of theory is the ωB97M-V functional and the def2-TZVPD basis.

Summary:
Lowest unoccupied orbital energy = -0.36 eV
Calculated total energy = -755.37793 Eh
Frontier orbital gap = 0.340 Eh
Structure (SMILES) = O=c1[nH]oc(=S)o1
Energy relative to the best compared isomer or geometry (same formula, charge and spin) = 289.5 kJ/mol

Geometry (Å):
C -0.79 0.59 0.33
C 0.89 -0.80 0.35
H -0.83 0.79 -1.70
N -0.80 0.02 -0.83
O -1.42 1.59 0.67
O 0.62 -0.50 -0.91
O 0.34 0.10 1.20
S 2.00 -1.79 0.89



The evaluated E_HOMO for the records listed, in turn: -9.10, -1.09, -10.78, -9.62 eV.